No. 1
Density functional theory data (ωB97M-V/def2-TZVPD) for C28H26FeN6P as an isolated structure.

Each line ends with the Löwdin spin population.
Positions of all 62 atoms, in Å:
Fe: 0.01 -1.09 -0.57  3.881
N: 1.77 -4.56 -2.33  0.002
C: 0.60 -4.83 -2.98  0.002
C: -0.24 -3.80 -2.69  0.004
N: 0.39 -2.90 -1.87  0.038
C: 1.61 -3.39 -1.67  0.003
C: 2.53 -2.64 -0.85  0.006
N: 2.14 -1.49 -0.32  0.037
C: 3.24 -1.00 0.35  0.006
C: 4.28 -1.86 0.22  0.001
N: 3.82 -2.91 -0.54  0.003
H: 2.60 -5.13 -2.37  0.000
H: 0.47 -5.71 -3.58  0.000
H: -1.25 -3.65 -3.03  0.000
H: 3.22 -0.05 0.85  0.001
H: 5.29 -1.83 0.59  0.000
H: 4.37 -3.71 -0.82  0.000
C: 2.82 4.50 2.46  0.004
C: 1.62 4.07 3.02  0.003
C: 0.85 3.13 2.38  0.015
C: 1.27 2.61 1.15  0.059
C: 2.46 3.05 0.58  0.009
C: 3.23 3.99 1.24  -0.001
P: 0.27 1.41 0.24  0.239
C: -0.54 0.40 1.55  0.015
C: 0.25 -0.18 2.55  0.020
C: -0.32 -0.90 3.58  -0.002
C: -1.70 -1.03 3.65  0.026
C: -2.50 -0.44 2.68  -0.003
C: -1.93 0.25 1.62  0.022
C: -1.14 2.24 -0.51  0.016
C: -1.74 3.43 -0.20  0.003
C: -2.90 3.82 -0.92  0.001
C: -3.40 3.04 -1.93  0.005
C: -2.75 1.84 -2.32  0.012
C: -3.12 1.06 -3.44  0.008
C: -2.36 0.00 -3.83  0.018
C: -1.18 -0.35 -3.12  0.067
C: -0.86 0.32 -1.97  0.316
C: -1.61 1.46 -1.59  0.042
H: 3.42 5.23 2.98  0.000
H: 1.29 4.48 3.97  0.001
H: -0.09 2.80 2.82  0.001
H: 2.79 2.65 -0.37  0.002
H: 4.16 4.32 0.80  0.000
H: 1.32 -0.02 2.55  0.001
H: 0.30 -1.33 4.35  -0.001
H: -2.15 -1.56 4.48  0.001
H: -3.58 -0.49 2.76  -0.001
H: -2.56 0.75 0.90  0.000
H: -1.36 4.06 0.59  0.000
H: -3.39 4.74 -0.65  0.000
H: -4.28 3.36 -2.48  0.001
H: -3.99 1.35 -4.01  0.001
H: -2.62 -0.55 -4.72  0.003
H: -0.55 -1.14 -3.50  0.007
N: -0.63 -2.65 0.92  0.044
N: -1.82 -2.22 0.22  0.049
H: -0.58 -3.66 1.04  0.003
H: -0.65 -2.21 1.85  0.001
H: -2.64 -2.25 0.81  0.003
H: -1.99 -2.83 -0.59  0.000

Summary:
- Gap between HOMO and LUMO (alpha / beta): 0.294 / 0.217 hartree
- Spin multiplicity: 6
- E_HOMO (alpha / beta): -13.293 / -13.263 eV
- Charge: +2
- Expectation value of S²: 8.77

No. 2
Density functional theory data (ωB97M-V/def2-TZVPD) for C28H26LiN4OS4 as an isolated structure in a non-equilibrium geometry.

Each line ends with the Mulliken charge.
Positions of all 64 atoms, in Å:
Li: 11.60 13.40 10.29  0.363
S: 9.34 10.71 13.13  -0.445
C: 10.35 11.84 12.38  -0.114
S: 9.62 13.24 11.64  -0.342
S: 12.01 11.50 12.20  -0.304
C: 13.26 14.91 14.51  -0.696
C: 12.57 15.20 13.33  0.000
N: 13.00 14.74 12.18  -0.056
C: 14.14 13.96 12.09  -0.019
C: 14.90 13.61 13.24  1.013
C: 14.42 14.21 14.46  -0.624
C: 16.23 13.07 13.06  -0.735
C: 16.66 12.64 11.85  -0.869
C: 15.79 12.79 10.70  1.079
C: 16.12 12.31 9.42  -0.514
C: 15.38 12.68 8.33  -0.906
C: 14.18 13.39 8.58  -0.157
N: 13.79 13.75 9.80  -0.373
C: 14.58 13.53 10.84  0.054
H: 12.85 15.27 15.45  0.369
H: 11.62 15.64 13.36  0.343
H: 15.02 13.98 15.37  0.279
H: 16.82 12.87 13.96  0.284
H: 17.54 12.00 11.70  0.277
H: 16.96 11.62 9.31  0.337
H: 15.71 12.22 7.39  0.304
H: 13.52 13.52 7.73  0.456
C: 10.00 17.19 10.76  -0.968
N: 9.23 16.25 9.97  0.142
C: 7.89 16.07 10.44  -1.009
C: 9.83 15.49 9.04  0.575
O: 11.00 15.62 8.72  -0.636
H: 9.48 18.14 10.71  0.362
H: 11.02 17.23 10.38  0.283
H: 9.96 16.89 11.81  0.285
H: 7.46 16.98 10.62  0.407
H: 7.74 15.51 11.34  0.337
H: 7.33 15.58 9.62  0.287
H: 9.21 14.71 8.60  0.030
N: 10.76 12.32 8.35  -0.422
S: 9.83 11.20 8.99  0.770
C: 8.45 10.83 7.91  0.241
C: 7.79 9.63 7.98  -0.407
C: 6.70 9.43 7.14  -0.601
C: 6.34 10.37 6.19  -0.377
C: 7.05 11.56 6.08  -0.635
C: 8.15 11.78 6.92  -0.335
C: 10.65 9.59 8.95  0.049
C: 11.16 9.05 7.76  -0.227
C: 11.74 7.81 7.81  -0.802
C: 11.72 7.05 8.96  -0.177
C: 11.13 7.50 10.10  -0.848
C: 10.61 8.81 10.11  0.344
H: 11.10 12.19 7.38  0.068
H: 8.15 8.85 8.65  0.397
H: 6.20 8.46 7.10  0.338
H: 5.44 10.27 5.55  0.319
H: 6.88 12.26 5.29  0.405
H: 8.81 12.65 6.79  0.238
H: 11.10 9.57 6.81  0.334
H: 12.14 7.41 6.93  0.440
H: 12.18 6.05 8.95  0.304
H: 11.09 6.85 10.97  0.414
H: 10.22 9.19 11.04  0.074

Summary:
- Gap between HOMO and LUMO: 0.184 hartree
- E_HOMO: -2.632 eV
- Charge: -1

No. 3
Density functional theory data (ωB97M-V/def2-TZVPD) for one molecule with the formula C28H26N2O6 in a non-equilibrium geometry.

Each line ends with the Mulliken charge.
Positions of all 62 atoms, in Å:
C: -3.27 -3.74 1.25  -1.041
O: -2.68 -2.46 1.33  -0.318
C: -1.32 -2.38 1.25  0.651
C: -0.79 -1.09 1.29  -0.852
C: 0.57 -0.89 1.18  0.011
C: 1.44 -1.97 1.05  0.202
C: 2.91 -1.75 0.82  -0.562
C: 3.49 -0.53 1.56  -1.122
C: 3.51 0.50 0.45  0.319
C: 3.78 1.91 0.63  0.671
C: 3.66 2.79 -0.45  -0.388
C: 3.92 4.13 -0.29  -0.725
C: 4.30 4.63 0.95  -0.345
C: 4.42 3.77 2.03  -0.779
C: 4.16 2.42 1.88  -0.454
N: 3.29 -0.01 -0.71  -0.687
N: 3.07 -1.33 -0.59  0.633
C: 2.98 -2.18 -1.65  0.732
O: 3.06 -3.38 -1.52  -0.651
C: 2.83 -1.47 -3.00  -0.642
O: 1.82 -0.47 -2.95  -0.313
C: 0.65 -0.86 -2.41  0.683
O: 0.45 -1.99 -2.04  -0.625
C: -0.30 0.25 -2.28  -1.116
C: -1.48 0.00 -1.69  0.066
C: -2.54 0.92 -1.37  0.508
C: -2.56 2.25 -1.80  -0.940
C: -3.60 3.08 -1.43  -0.820
C: -4.63 2.62 -0.62  0.327
O: -5.63 3.45 -0.26  -0.628
C: -4.61 1.28 -0.18  1.230
O: -5.67 0.93 0.63  -0.505
C: -5.72 -0.39 1.10  -0.817
C: -3.58 0.45 -0.56  -0.546
C: 0.90 -3.25 1.01  -0.874
C: -0.46 -3.46 1.11  -0.599
H: -4.35 -3.57 1.32  0.204
H: -2.95 -4.38 2.08  0.389
H: -3.04 -4.23 0.30  0.417
H: -1.46 -0.25 1.39  0.646
H: 0.94 0.13 1.17  0.371
H: 3.47 -2.67 0.97  0.695
H: 4.50 -0.71 1.92  0.449
H: 2.87 -0.24 2.40  0.360
H: 3.36 2.38 -1.40  0.522
H: 3.82 4.80 -1.13  0.383
H: 4.50 5.68 1.07  0.391
H: 4.72 4.15 2.99  0.381
H: 4.27 1.76 2.72  0.364
H: 3.75 -0.95 -3.26  0.327
H: 2.58 -2.23 -3.75  0.337
H: 0.03 1.21 -2.63  0.406
H: -1.64 -1.03 -1.39  0.400
H: -1.77 2.62 -2.43  0.392
H: -3.63 4.11 -1.76  0.416
H: -6.24 2.95 0.30  0.359
H: -5.83 -1.10 0.28  0.329
H: -6.60 -0.44 1.74  0.320
H: -4.82 -0.65 1.68  0.311
H: -3.55 -0.58 -0.23  0.385
H: 1.56 -4.09 0.88  0.328
H: -0.83 -4.47 1.06  0.434

Summary:
- SMILES: COc1ccc([C@@H]2CC(c3ccccc3)=NN2C(=O)COC(=O)/C=C/c2ccc(O)c(OC)c2)cc1
- Gap between HOMO and LUMO: 0.301 hartree
- E_HOMO: -8.016 eV
- Charge: 0

No. 4
Density functional theory data (ωB97M-V/def2-TZVPD) for one molecule with the formula C28H26N2O6.

Each line ends with the Mulliken charge.
Positions of all 62 atoms, in Å:
C: 7.61 -2.16 0.08  -0.855
O: 6.87 -1.42 -0.85  -0.455
C: 5.59 -1.08 -0.55  0.876
C: 4.90 -0.34 -1.51  -0.898
C: 3.60 0.05 -1.29  -0.483
C: 2.94 -0.29 -0.12  -0.647
C: 1.51 0.14 0.11  0.911
N: 1.36 1.58 0.04  -0.380
C: 0.09 1.91 -0.54  0.928
C: -0.98 2.15 0.58  -0.597
C: -0.64 1.45 1.86  -0.231
C: -1.32 0.32 2.27  0.430
C: -0.97 -0.34 3.44  -0.968
C: 0.08 0.14 4.21  -0.504
C: 0.75 1.29 3.82  -0.890
C: 0.39 1.94 2.66  -0.213
C: 0.14 3.19 -1.39  0.508
O: 1.11 3.89 -1.44  -0.598
O: -0.97 3.45 -2.07  -0.564
C: -0.22 0.73 -1.53  -0.445
C: -1.66 0.32 -1.56  -0.161
O: -2.55 0.97 -2.07  -0.683
N: -1.78 -0.87 -0.90  0.739
C: -3.02 -1.55 -0.71  0.508
C: -3.11 -2.88 -1.07  -0.304
C: -4.31 -3.56 -0.93  -0.914
C: -5.42 -2.89 -0.43  -0.691
C: -5.33 -1.56 -0.06  -0.751
C: -4.12 -0.87 -0.18  0.463
O: -3.93 0.42 0.20  0.010
C: -5.02 1.16 0.67  -1.112
C: -0.56 -1.36 -0.41  -0.668
O: -0.45 -2.33 0.28  -0.591
C: 0.53 -0.46 -0.95  0.556
C: 3.62 -1.03 0.83  -0.750
C: 4.93 -1.43 0.63  -0.622
H: 7.16 -3.14 0.27  0.337
H: 7.73 -1.62 1.03  0.340
H: 8.59 -2.30 -0.37  0.247
H: 5.42 -0.07 -2.41  0.430
H: 3.09 0.63 -2.05  0.460
H: 1.20 -0.20 1.11  -0.367
H: 2.12 2.03 -0.46  0.616
H: -0.99 3.23 0.77  0.574
H: -1.97 1.85 0.24  0.053
H: -2.14 -0.06 1.68  0.512
H: -1.50 -1.23 3.74  0.452
H: 0.36 -0.38 5.12  0.408
H: 1.55 1.67 4.43  0.417
H: 0.92 2.83 2.36  0.426
H: -1.65 2.75 -2.04  0.462
H: 0.12 1.01 -2.53  0.513
H: -2.24 -3.39 -1.47  0.466
H: -4.38 -4.60 -1.21  0.396
H: -6.36 -3.40 -0.33  0.407
H: -6.20 -1.06 0.33  0.465
H: -5.81 1.24 -0.09  0.365
H: -5.44 0.73 1.59  0.361
H: -4.63 2.16 0.89  0.296
H: 1.09 -1.03 -1.70  0.536
H: 3.12 -1.31 1.75  0.477
H: 5.42 -2.01 1.40  0.395

Summary:
- SMILES: COc1ccc([C@H]2N[C@@](Cc3ccccc3)(C(=O)O)[C@@H]3C(=O)N(c4ccccc4OC)C(=O)[C@H]23)cc1
- Gap between HOMO and LUMO: 0.336 hartree
- E_HOMO: -8.549 eV
- Charge: 0

Please write out number 3 again, unchanged.
Density functional theory data (ωB97M-V/def2-TZVPD) for one molecule with the formula C28H26N2O6 in a non-equilibrium geometry.

Each line ends with the Mulliken charge.
Positions of all 62 atoms, in Å:
C: -3.27 -3.74 1.25  -1.041
O: -2.68 -2.46 1.33  -0.318
C: -1.32 -2.38 1.25  0.651
C: -0.79 -1.09 1.29  -0.852
C: 0.57 -0.89 1.18  0.011
C: 1.44 -1.97 1.05  0.202
C: 2.91 -1.75 0.82  -0.562
C: 3.49 -0.53 1.56  -1.122
C: 3.51 0.50 0.45  0.319
C: 3.78 1.91 0.63  0.671
C: 3.66 2.79 -0.45  -0.388
C: 3.92 4.13 -0.29  -0.725
C: 4.30 4.63 0.95  -0.345
C: 4.42 3.77 2.03  -0.779
C: 4.16 2.42 1.88  -0.454
N: 3.29 -0.01 -0.71  -0.687
N: 3.07 -1.33 -0.59  0.633
C: 2.98 -2.18 -1.65  0.732
O: 3.06 -3.38 -1.52  -0.651
C: 2.83 -1.47 -3.00  -0.642
O: 1.82 -0.47 -2.95  -0.313
C: 0.65 -0.86 -2.41  0.683
O: 0.45 -1.99 -2.04  -0.625
C: -0.30 0.25 -2.28  -1.116
C: -1.48 0.00 -1.69  0.066
C: -2.54 0.92 -1.37  0.508
C: -2.56 2.25 -1.80  -0.940
C: -3.60 3.08 -1.43  -0.820
C: -4.63 2.62 -0.62  0.327
O: -5.63 3.45 -0.26  -0.628
C: -4.61 1.28 -0.18  1.230
O: -5.67 0.93 0.63  -0.505
C: -5.72 -0.39 1.10  -0.817
C: -3.58 0.45 -0.56  -0.546
C: 0.90 -3.25 1.01  -0.874
C: -0.46 -3.46 1.11  -0.599
H: -4.35 -3.57 1.32  0.204
H: -2.95 -4.38 2.08  0.389
H: -3.04 -4.23 0.30  0.417
H: -1.46 -0.25 1.39  0.646
H: 0.94 0.13 1.17  0.371
H: 3.47 -2.67 0.97  0.695
H: 4.50 -0.71 1.92  0.449
H: 2.87 -0.24 2.40  0.360
H: 3.36 2.38 -1.40  0.522
H: 3.82 4.80 -1.13  0.383
H: 4.50 5.68 1.07  0.391
H: 4.72 4.15 2.99  0.381
H: 4.27 1.76 2.72  0.364
H: 3.75 -0.95 -3.26  0.327
H: 2.58 -2.23 -3.75  0.337
H: 0.03 1.21 -2.63  0.406
H: -1.64 -1.03 -1.39  0.400
H: -1.77 2.62 -2.43  0.392
H: -3.63 4.11 -1.76  0.416
H: -6.24 2.95 0.30  0.359
H: -5.83 -1.10 0.28  0.329
H: -6.60 -0.44 1.74  0.320
H: -4.82 -0.65 1.68  0.311
H: -3.55 -0.58 -0.23  0.385
H: 1.56 -4.09 0.88  0.328
H: -0.83 -4.47 1.06  0.434

Summary:
- SMILES: COc1ccc([C@@H]2CC(c3ccccc3)=NN2C(=O)COC(=O)/C=C/c2ccc(O)c(OC)c2)cc1
- Gap between HOMO and LUMO: 0.301 hartree
- E_HOMO: -8.016 eV
- Charge: 0